# 1
{
  "formula": "CH3NS3",
  "method": "ωB97M-V with the def2-TZVPD basis set",
  "fmax_ev_per_a": 2.7,
  "relative_energy_kcal_mol": 27.1,
  "energy_ev": -35079.5190,
  "multiplicity": 1,
  "orbital_gap_ev": [6.487, 6.488],
  "lumo_energy_ev": [-0.6, -0.5],
  "symbols": ["C", "N", "S", "S", "S", "H", "H", "H"],
  "xyz": [[-0.325, -0.048, 0.166], [-1.121, -1.063, -0.078], [-3.437, 0.900, 0.045], [1.384, -0.223, 0.110], [-2.920, -0.985, 0.002], [-0.742, -1.956, 0.194], [1.512, 1.076, -0.436], [-0.845, 1.008, 0.308]]
}

# 2
{
  "formula": "C5H5NO",
  "method": "ωB97M-V with the def2-TZVPD basis set",
  "fmax_ev_per_a": 0.9,
  "relative_energy_kcal_mol": 136.9,
  "energy_ev": -8797.4810,
  "multiplicity": 1,
  "orbital_gap_ev": [7.647, 6.813],
  "lumo_energy_ev": [-0.7, -1.2],
  "symbols": ["O", "C", "C", "C", "C", "C", "N", "H", "H", "H", "H", "H"],
  "xyz": [[0.410, 0.302, 1.991], [0.751, 0.114, 0.824], [2.153, 0.095, 0.364], [3.133, -0.008, -0.334], [-0.167, 0.034, -0.315], [-2.181, -0.470, -0.371], [-1.495, 0.586, 0.086], [3.938, -0.151, -1.022], [0.279, 0.497, -1.201], [-2.904, -0.961, 0.302], [-2.442, -0.583, -1.428], [-1.475, 0.546, 1.104]]
}

# 3
{
  "formula": "H18O9",
  "method": "ωB97M-V with the def2-TZVPD basis set",
  "fmax_ev_per_a": 3.8,
  "relative_energy_kcal_mol": 103.9,
  "smiles": "O.O.O.O.O.O.O.O.O",
  "energy_ev": -18717.6318,
  "multiplicity": 1,
  "orbital_gap_ev": 10.569,
  "lumo_energy_ev": -0.1,
  "symbols": ["H", "H", "H", "H", "H", "H", "H", "H", "H", "H", "H", "H", "H", "H", "H", "H", "H", "H", "O", "O", "O", "O", "O", "O", "O", "O", "O"],
  "xyz": [[-0.406, -0.554, 0.070], [0.578, 0.437, 0.248], [0.065, -1.864, -1.009], [1.417, -1.417, -0.332], [-2.348, 0.843, -0.242], [-2.586, -0.394, -1.078], [0.442, -0.021, 4.639], [-0.003, 0.116, 3.258], [-1.231, -1.410, -2.038], [-2.319, -1.806, -2.980], [-0.899, -2.547, 0.593], [-1.191, -3.609, -0.377], [-0.907, 4.070, 1.376], [-2.202, 3.313, 2.067], [4.838, 0.812, 0.867], [5.010, 0.950, -0.611], [2.232, 1.189, -2.783], [0.820, 1.475, -2.747], [-0.187, 0.186, 0.689], [0.596, -1.933, -0.252], [-2.465, 0.542, -1.223], [0.316, 0.655, 3.959], [-2.137, -1.796, -2.061], [-1.719, -3.015, 0.189], [-1.402, 3.909, 2.204], [4.319, 1.090, 0.110], [1.369, 0.781, -2.538]]
}

# 4
{
  "formula": "C8H46O19",
  "method": "ωB97M-V with the def2-TZVPD basis set",
  "fmax_ev_per_a": 3.5,
  "relative_energy_kcal_mol": 116.5,
  "energy_ev": -47940.2207,
  "multiplicity": 1,
  "orbital_gap_ev": 9.035,
  "lumo_energy_ev": -0.5,
  "symbols": ["O", "H", "H", "O", "H", "H", "O", "H", "H", "O", "H", "H", "O", "H", "H", "O", "H", "H", "O", "H", "H", "O", "H", "H", "O", "H", "H", "O", "H", "H", "O", "H", "H", "C", "C", "O", "O", "H", "H", "H", "H", "H", "H", "C", "C", "O", "O", "H", "H", "H", "H", "H", "H", "C", "C", "O", "O", "H", "H", "H", "H", "H", "H", "C", "C", "O", "O", "H", "H", "H", "H", "H", "H"],
  "xyz": [[2.703, 0.320, 3.111], [1.961, 0.796, 3.538], [2.309, -0.256, 2.491], [-3.738, 1.833, 1.392], [-3.508, 0.952, 1.607], [-2.873, 2.273, 1.382], [-3.413, -0.498, 2.789], [-2.902, -1.105, 3.350], [-3.477, -1.006, 2.012], [1.241, -2.335, 4.470], [1.580, -2.034, 3.636], [0.356, -2.504, 4.393], [-2.104, 1.012, -3.110], [-1.915, 1.578, -3.848], [-1.386, 0.995, -2.495], [-2.561, -2.719, 1.242], [-1.806, -3.122, 1.670], [-3.015, -3.560, 1.047], [3.003, -2.452, -0.352], [2.761, -1.786, 0.249], [3.901, -2.511, -0.098], [-3.276, -1.985, -1.400], [-3.979, -2.584, -1.653], [-3.052, -2.360, -0.597], [-1.748, 3.942, 1.296], [-0.984, 3.727, 1.854], [-1.250, 4.069, 0.471], [1.526, 0.594, -3.105], [1.402, -0.310, -2.761], [1.652, 1.223, -2.385], [0.773, 2.833, 2.230], [1.526, 2.993, 1.589], [0.843, 3.719, 2.663], [-0.298, -4.825, 0.587], [-0.367, -4.075, -0.741], [-0.404, -5.075, -1.705], [-0.134, -3.860, 1.608], [0.447, -5.583, 0.509], [-1.273, -5.342, 0.829], [0.620, -3.650, -0.952], [-1.135, -3.366, -0.715], [-0.536, -4.701, -2.555], [-0.075, -4.370, 2.424], [-2.853, 4.081, -1.475], [-1.604, 4.397, -2.232], [-0.620, 4.262, -1.185], [-3.989, 4.242, -2.246], [-3.052, 4.797, -0.624], [-2.819, 3.088, -0.983], [-1.762, 5.410, -2.649], [-1.434, 3.768, -3.152], [0.128, 3.768, -1.511], [-4.618, 3.687, -1.861], [4.143, 1.200, -1.203], [4.979, 0.054, -1.784], [6.055, 0.439, -2.602], [3.171, 0.686, -0.202], [3.642, 1.531, -2.054], [4.685, 2.048, -0.730], [4.451, -0.792, -2.256], [5.451, -0.461, -0.950], [6.236, -0.373, -3.113], [2.461, 1.313, 0.137], [0.125, -0.325, 1.334], [-0.120, -0.029, -0.098], [-0.831, 1.195, -0.116], [1.058, -1.402, 1.385], [-0.756, -0.544, 1.862], [0.515, 0.438, 1.924], [-0.717, -0.855, -0.510], [0.757, -0.074, -0.706], [-0.660, 1.714, 0.648], [0.584, -2.147, 0.986]]
}

# 5
{
  "formula": "C5H9NO",
  "method": "ωB97M-V with the def2-TZVPD basis set",
  "fmax_ev_per_a": 0.4,
  "relative_energy_kcal_mol": 21.1,
  "smiles": "[H]/N=C1/CCCCO1",
  "energy_ev": -8868.2978,
  "multiplicity": 1,
  "orbital_gap_ev": 10.632,
  "lumo_energy_ev": 0.9,
  "symbols": ["N", "C", "C", "C", "C", "C", "O", "H", "H", "H", "H", "H", "H", "H", "H", "H"],
  "xyz": [[2.644, 0.623, -0.148], [1.397, 0.404, -0.113], [0.878, -1.024, 0.045], [-0.638, -1.187, 0.238], [-1.449, -0.038, -0.350], [-0.839, 1.266, 0.132], [0.512, 1.424, -0.301], [2.820, 1.623, -0.268], [1.247, -1.569, -0.831], [1.384, -1.457, 0.909], [-0.823, -1.196, 1.312], [-0.958, -2.161, -0.149], [-1.457, -0.065, -1.447], [-2.488, -0.094, 0.000], [-0.862, 1.315, 1.231], [-1.366, 2.138, -0.262]]
}

# 6
{
  "formula": "C23H39AlF9O2",
  "method": "ωB97M-V with the def2-TZVPD basis set",
  "fmax_ev_per_a": 4.2,
  "charge": -1,
  "energy_ev": -59630.2834,
  "multiplicity": 1,
  "orbital_gap_ev": 7.851,
  "lumo_energy_ev": 2.8,
  "symbols": ["C", "C", "C", "C", "C", "C", "C", "C", "C", "C", "C", "Al", "C", "C", "C", "C", "C", "O", "C", "O", "C", "C", "C", "F", "F", "C", "F", "F", "C", "F", "F", "C", "F", "F", "F", "H", "H", "H", "H", "H", "H", "H", "H", "H", "H", "H", "H", "H", "H", "H", "H", "H", "H", "H", "H", "H", "H", "H", "H", "H", "H", "H", "H", "H", "H", "H", "H", "H", "H", "H", "H", "H", "H", "H"],
  "xyz": [[2.599, -2.946, 3.252], [2.879, -1.691, 2.285], [4.352, -1.843, 1.665], [4.963, -0.421, 1.187], [4.848, -0.228, -0.402], [4.018, 1.106, -0.810], [2.447, 0.984, -0.506], [1.986, 1.712, 0.859], [0.368, 1.640, 0.982], [-0.115, 0.531, 2.059], [-1.658, 0.751, 2.429], [-2.862, 0.059, 0.921], [-4.680, -0.442, 1.780], [-3.286, 1.486, -0.517], [-3.241, 2.904, 0.225], [-3.563, 4.167, -0.707], [-2.383, 4.522, -1.763], [-1.265, 3.577, -1.714], [-0.086, 4.269, -1.310], [0.657, 4.773, -2.177], [-1.897, -1.603, 0.120], [-2.824, -2.141, -1.074], [-2.284, -3.469, -1.785], [-1.530, -4.291, -0.882], [-3.457, -4.259, -2.093], [-1.546, -3.236, -3.181], [-1.415, -4.430, -3.958], [-2.412, -2.400, -3.959], [-0.150, -2.459, -3.104], [-0.333, -1.117, -2.670], [0.306, -2.340, -4.457], [1.006, -3.197, -2.286], [2.294, -2.778, -2.725], [0.965, -2.840, -0.915], [1.009, -4.601, -2.454], [3.376, -2.884, 4.103], [1.540, -2.925, 3.696], [2.796, -3.944, 2.730], [2.784, -0.728, 2.885], [2.134, -1.655, 1.409], [4.262, -2.545, 0.760], [5.059, -2.361, 2.398], [6.086, -0.455, 1.440], [4.515, 0.457, 1.751], [5.881, -0.094, -0.877], [4.347, -1.144, -0.892], [4.447, 2.042, -0.299], [4.150, 1.238, -1.943], [1.887, 1.527, -1.353], [2.089, -0.101, -0.512], [2.487, 1.204, 1.761], [2.295, 2.815, 0.780], [0.012, 2.688, 1.309], [-0.048, 1.440, -0.059], [0.516, 0.726, 3.006], [0.130, -0.504, 1.653], [-1.817, 1.870, 2.578], [-1.949, 0.233, 3.408], [-5.238, 0.481, 2.177], [-4.557, -1.156, 2.677], [-5.388, -0.935, 1.012], [-2.533, 1.402, -1.386], [-4.346, 1.315, -0.902], [-2.235, 3.100, 0.747], [-4.021, 2.924, 1.076], [-3.638, 5.094, -0.020], [-4.579, 4.084, -1.224], [-1.934, 5.560, -1.548], [-2.862, 4.466, -2.803], [0.216, 4.357, -0.203], [-1.771, -2.365, 0.970], [-0.871, -1.238, -0.211], [-3.827, -2.431, -0.584], [-3.100, -1.309, -1.820]]
}

# 7
{
  "formula": "C6H10O",
  "method": "ωB97M-V with the def2-TZVPD basis set",
  "fmax_ev_per_a": 3.6,
  "relative_energy_kcal_mol": 119.0,
  "energy_ev": -8426.0806,
  "multiplicity": 1,
  "orbital_gap_ev": 8.425,
  "lumo_energy_ev": 0.9,
  "symbols": ["C", "C", "C", "C", "C", "C", "O", "H", "H", "H", "H", "H", "H", "H", "H", "H", "H"],
  "xyz": [[0.487, 1.916, 0.793], [1.218, 0.676, 0.332], [0.891, -0.672, 0.902], [0.579, -0.365, -0.536], [-0.816, -0.274, -0.963], [-2.045, -1.876, -0.450], [-1.084, -1.859, -1.329], [0.997, 2.337, 1.664], [-0.545, 1.702, 1.094], [0.459, 2.681, 0.010], [2.261, 0.839, 0.079], [1.694, -1.376, 1.097], [0.045, -0.743, 1.582], [1.190, -0.853, -1.287], [-1.006, 0.144, -1.946], [-1.465, 0.266, -0.238], [-2.859, -2.543, -0.806]]
}

# 8
{
  "formula": "C5H13N2",
  "method": "ωB97M-V with the def2-TZVPD basis set",
  "fmax_ev_per_a": 4.6,
  "relative_energy_kcal_mol": 67.2,
  "charge": 1,
  "smiles": "CNC[C@@H](C)C=[NH2+]",
  "energy_ev": -8367.8984,
  "multiplicity": 1,
  "orbital_gap_ev": 9.112,
  "lumo_energy_ev": -4.4,
  "symbols": ["C", "C", "C", "C", "C", "N", "N", "H", "H", "H", "H", "H", "H", "H", "H", "H", "H", "H", "H", "H"],
  "xyz": [[-1.684, -0.079, 0.730], [-0.727, -0.357, -0.487], [-1.145, -1.511, -1.375], [1.805, 1.652, 0.144], [0.722, -0.640, -0.058], [-1.392, 0.650, 1.711], [1.227, 0.473, 0.821], [-0.796, 0.570, -1.049], [-2.612, -0.619, 0.845], [-0.565, -1.335, -2.199], [-2.134, -1.705, -1.577], [-0.653, -2.564, -1.080], [1.022, 2.400, -0.210], [2.411, 2.086, 0.989], [2.452, 1.317, -0.708], [1.329, -0.839, -0.896], [0.843, -1.374, 0.679], [-0.321, 0.760, 1.806], [1.768, 0.180, 1.560], [-1.963, 0.957, 2.493]]
}